Entry 1:
C31H25BrCdCl3N7OS | wB97M-V/def2-TZVPD

Structure (XYZ):
```
70
Properties=species:S:1:pos:R:3:mulliken_charge:R:1
Cd -0.451 0.173 0.705 1.11
Br 3.695 -0.467 -1.363 -0.17
Cl -1.547 -2.289 1.863 -0.27
Cl 0.131 5.775 -2.391 -0.27
Cl -4.701 0.289 -1.834 -0.29
S 1.582 -3.724 -2.175 -0.28
O -0.829 0.930 2.931 -0.77
N 1.053 -5.214 -0.054 -0.49
N 1.377 1.401 1.164 0.10
N 0.998 -0.095 -1.877 0.12
N -1.060 3.088 0.263 -0.19
N -2.169 -0.124 -0.353 -0.63
N 0.922 -6.308 -2.172 -0.54
N 2.839 2.645 2.204 -0.01
C 0.608 0.511 6.218 -0.36
C 1.067 -1.007 -4.487 -0.46
C -5.546 -1.563 -0.082 -0.53
C 2.119 -0.489 -2.443 -0.04
C 0.041 0.900 3.861 0.41
C 0.076 5.620 0.319 -0.31
C 0.446 -6.227 2.032 -1.07
C 2.325 1.228 4.726 -0.57
C 1.160 -5.192 -1.415 -0.18
C -0.219 4.948 1.495 -0.65
C 2.082 2.129 0.231 -0.42
C -0.143 -0.641 -3.919 0.32
C -4.176 -2.650 1.537 -0.66
C 1.949 0.860 6.001 -0.76
C -0.221 4.991 -0.874 0.40
C 1.849 1.728 2.357 0.58
C 1.412 1.264 3.667 0.11
C -4.462 -0.834 -0.497 0.47
C 0.617 -6.307 0.538 0.87
C 2.991 2.912 0.858 -1.28
C -0.786 3.683 1.421 -0.58
C -5.435 -2.486 0.961 -0.38
C -0.309 0.529 5.198 -0.80
C 0.304 -7.465 -0.171 -0.61
C 2.234 -0.929 -3.746 -0.44
C -3.123 -0.887 0.076 -0.70
C -0.789 3.725 -0.866 -0.51
C 0.506 -7.388 -1.541 -0.10
C -1.457 -0.802 -4.627 -1.33
C -0.120 -0.174 -2.609 -0.49
C -3.097 -1.912 1.117 0.85
H -2.086 0.080 -4.501 0.32
H 3.369 1.460 4.530 0.39
H -1.046 0.085 -2.090 0.75
H 3.317 3.088 2.966 0.23
H -0.004 5.394 2.457 0.42
H -6.495 -1.412 -0.584 0.33
H 3.723 3.604 0.483 0.44
H 2.676 0.814 6.802 0.35
H -0.459 -5.661 2.263 0.17
H -1.341 0.244 5.362 0.43
H -2.005 -1.646 -4.204 0.27
H 1.285 -5.685 2.469 0.29
H -6.285 -3.067 1.292 0.33
H 3.185 -1.257 -4.137 0.35
H 0.290 0.205 7.210 0.34
H 1.098 -1.398 -5.498 0.30
H -1.006 3.094 2.306 0.67
H -1.312 -0.986 -5.693 0.40
H -1.026 3.210 -1.791 0.51
H 0.527 6.603 0.321 0.41
H -4.028 -3.381 2.323 0.32
H 0.367 -7.218 2.485 0.35
H 0.319 -8.261 -2.168 0.37
H -0.061 -8.363 0.311 0.32
H 1.884 2.012 -0.819 0.77
```

Summary:
- Charge: -2
- HOMO level: -0.65 eV
- HOMO-LUMO gap: 4.399 eV

Entry 2:
C31H26CrF5N4OP | wB97M-V/def2-TZVPD

Structure (XYZ):
```
69
Properties=species:S:1:pos:R:3:nbo_charge:R:1
Cr 0.073 0.180 -0.018 1.05
P 0.938 -1.875 1.171 1.11
F -3.608 2.256 -2.604 -0.29
F -3.531 1.770 0.039 -0.33
F -0.886 -1.476 -3.481 -0.29
F -2.332 0.670 -4.349 -0.29
F -1.304 -2.305 -0.952 -0.37
O -0.645 1.014 2.012 -0.72
N -0.026 1.881 -1.229 -0.53
N 2.177 0.757 0.467 -0.57
N -1.898 1.686 3.729 -0.78
N 2.330 -1.122 1.842 -0.88
C -0.496 3.018 -0.703 0.04
C -2.087 -0.126 -0.229 -0.38
C 2.829 0.090 1.436 0.42
C 4.012 0.575 2.018 -0.28
C 1.078 -4.078 2.877 -0.18
C 2.840 -2.827 -0.623 -0.14
C -2.644 -0.820 0.998 -0.39
C 2.750 1.899 0.019 0.06
C -1.534 -0.686 -2.619 0.28
C 3.318 -3.686 -1.606 -0.22
C 1.331 -5.023 -1.399 -0.20
C 0.752 -4.782 4.028 -0.20
C -1.322 -0.924 -1.205 0.11
C 0.434 -2.873 2.592 -0.41
C 0.383 1.868 -2.502 0.06
C -0.525 -2.383 3.474 -0.12
C -2.269 0.341 -3.056 0.27
C -0.575 4.189 -1.433 -0.23
C 0.852 -4.168 -0.421 -0.17
C 4.550 1.742 1.553 -0.11
C -0.853 -3.089 4.621 -0.21
C -2.949 1.198 -2.117 0.22
C 2.566 -4.784 -1.992 -0.18
C -2.858 0.950 -0.805 0.39
C -0.156 4.172 -2.753 -0.12
C 3.914 2.422 0.510 -0.28
C 0.333 2.996 -3.299 -0.24
C -2.879 0.069 2.218 -0.52
C 1.610 -3.069 -0.020 -0.42
C -1.717 0.950 2.620 0.72
C -0.215 -4.291 4.895 -0.18
H -1.604 -2.703 5.299 0.22
H -0.215 5.070 -3.356 0.24
H -0.471 -4.846 5.788 0.23
H 1.250 -5.718 4.243 0.23
H -3.120 -0.561 3.081 0.24
H 4.313 3.335 0.095 0.24
H -1.974 -1.633 1.273 0.22
H -1.008 -1.438 3.271 0.20
H -0.825 2.966 0.328 0.21
H -3.593 -1.305 0.746 0.24
H 2.859 -1.613 2.546 0.42
H -0.117 -4.358 0.025 0.23
H 3.440 -1.974 -0.329 0.20
H -0.970 5.082 -0.971 0.24
H 0.748 0.921 -2.883 0.22
H -3.742 0.718 2.075 0.26
H 1.821 -4.474 2.198 0.23
H 0.662 2.939 -4.327 0.25
H -1.162 2.300 4.033 0.42
H 4.278 -3.496 -2.067 0.22
H 5.465 2.126 1.987 0.24
H 2.232 2.409 -0.778 0.20
H -2.769 1.676 4.231 0.41
H 4.482 0.011 2.813 0.23
H 2.936 -5.453 -2.757 0.23
H 0.740 -5.877 -1.702 0.23
```

Summary:
- Spin multiplicity: 4
- Charge: +1
- Expectation value of S²: 4.1489
- HOMO level (spin up / spin down): -10.48 / -8.88 eV
- HOMO-LUMO gap (spin up / spin down): 8.202 / 6.378 eV

Entry 3:
C31H26CuN2P2 | wB97M-V/def2-TZVPD

Structure (XYZ):
```
62
Properties=species:S:1:pos:R:3:nbo_charge:R:1
Cu -0.895 -0.968 -0.243 0.67
P 2.184 -0.648 -0.374 0.82
P -4.041 0.714 1.518 0.77
N -0.733 -3.202 -2.388 -0.57
N -0.570 0.834 0.453 -0.70
C 1.340 0.945 -1.031 -0.70
C 5.573 0.003 -2.619 -0.23
C 4.314 -0.549 1.526 -0.22
C -0.871 2.991 1.150 -0.32
C -3.788 2.351 -2.718 -0.21
C -3.887 -1.118 1.238 -0.29
C 4.862 -2.250 -3.179 -0.21
C 3.757 -2.078 -2.317 -0.19
C -3.411 1.058 -2.527 -0.22
C -4.152 3.178 -1.635 -0.21
C 3.060 -0.044 1.163 -0.35
C -4.906 -3.180 0.646 -0.19
C 0.231 2.951 0.275 -0.35
C -2.826 -1.841 1.726 -0.24
C 4.507 0.162 -1.744 -0.21
C 3.567 -0.853 -1.629 -0.30
C -3.967 1.242 -0.207 -0.25
C -2.751 -3.241 1.634 -0.20
C 4.759 -0.503 2.906 -0.22
C 0.321 1.631 -0.186 0.11
C 5.690 -1.118 -3.411 -0.21
C -1.341 1.710 1.266 0.07
C 2.368 0.718 2.180 -0.13
C -0.811 -2.441 -1.508 -0.21
C -2.397 1.278 2.235 -0.70
C -3.467 0.466 -1.250 -0.20
C -4.283 2.553 -0.427 -0.24
C 4.040 0.284 3.840 -0.23
C -3.818 -3.931 1.088 -0.22
C 2.872 0.920 3.444 -0.25
C -4.986 -1.805 0.723 -0.22
H 4.249 1.087 -1.259 0.22
H 0.868 3.729 -0.060 0.20
H 1.465 1.255 1.903 0.23
H 2.169 1.598 -1.217 0.21
H -3.697 -4.987 0.767 0.21
H -5.797 -1.320 0.272 0.21
H -1.076 3.848 1.759 0.20
H 5.742 -0.877 3.209 0.20
H -4.486 3.126 0.410 0.20
H 5.009 -3.130 -3.769 0.21
H -2.065 0.518 2.957 0.23
H 3.059 -2.881 -2.294 0.23
H 0.812 0.654 -1.962 0.24
H -4.267 4.319 -1.737 0.21
H -2.915 0.414 -3.174 0.22
H 6.456 -1.246 -4.178 0.20
H -5.761 -3.677 0.226 0.20
H 2.343 1.670 4.038 0.21
H -2.763 2.047 2.886 0.23
H 4.867 -1.012 0.695 0.22
H -1.769 -3.578 1.631 0.22
H -1.931 -1.340 2.001 0.21
H 4.429 0.481 4.801 0.20
H 6.277 0.823 -2.660 0.21
H -3.699 2.787 -3.742 0.20
H -3.063 -0.525 -1.119 0.23
```

Summary:
- Charge: -1
- HOMO level: -4.29 eV
- HOMO-LUMO gap: 7.095 eV

Entry 4:
C31H26F3N9O9PSW | wB97M-V/def2-TZVPD

Structure (XYZ):
```
81
Properties=species:S:1:pos:R:3:mulliken_spin:R:1
W 0.335 0.459 -0.778 1.55
S 0.967 -1.877 -1.387 -0.05
P -1.204 -2.847 1.670 0.01
F 2.374 -4.703 -0.454 0.00
F 4.470 -4.470 0.007 0.00
F 3.649 -3.556 -1.770 0.00
O 4.786 1.201 -3.598 0.00
O -3.088 -0.307 1.535 0.02
O 1.049 0.697 -2.736 0.06
O -0.886 0.639 3.160 0.01
O 3.612 0.724 -1.854 0.00
O -0.760 2.055 -1.352 0.03
O -1.910 3.049 -2.983 0.00
O 1.631 6.566 -4.662 0.00
O 3.683 5.921 -4.813 0.00
N -0.892 -5.517 2.492 0.00
N -0.985 0.387 0.848 0.09
N 1.860 -0.549 0.560 0.01
N 2.511 5.737 -4.556 0.00
N -1.529 -0.385 -1.647 0.03
N -2.648 -4.252 3.607 0.00
N 1.079 2.028 0.581 0.07
N -0.321 -3.813 4.139 0.00
N 3.801 1.303 -2.909 0.00
C 3.873 -2.242 1.401 0.03
C -2.316 -5.518 3.069 0.00
C -2.992 -1.043 -3.389 0.00
C -1.692 -3.873 4.646 0.00
C 2.753 2.255 -3.310 0.01
C 3.101 -2.580 0.310 -0.01
C 3.409 -3.819 -0.488 -0.01
C -2.531 -0.484 -0.763 0.05
C 1.997 2.954 0.302 -0.02
C 0.810 4.185 -3.658 0.00
C -2.241 -0.144 0.684 -0.01
C -2.783 -3.211 2.576 0.00
C -3.800 -0.867 -1.144 -0.01
C 0.471 2.949 -3.154 0.02
C 3.124 3.477 -3.832 0.00
C 0.065 -5.069 3.607 0.00
C 2.634 -0.226 1.605 0.06
C 0.789 2.941 2.760 -0.01
C 2.347 3.923 1.227 0.00
C 1.420 1.919 -3.054 0.01
C 0.482 2.017 1.786 -0.02
C -0.137 -2.712 3.183 0.00
C -0.789 -4.617 1.293 0.00
C -1.743 -0.654 -2.934 0.00
C -0.863 2.673 -2.529 0.03
C -4.034 -1.148 -2.483 0.00
C -0.556 0.929 2.035 0.02
C 2.069 -1.717 -0.090 0.03
C 3.628 -1.053 2.076 -0.01
C 1.733 3.919 2.469 0.00
C 2.134 4.420 -4.020 0.00
H -0.895 -0.531 -3.594 0.00
H -3.120 -2.282 3.038 0.00
H 0.019 -5.847 4.370 0.00
H 2.453 2.900 -0.678 0.01
H -3.557 -3.503 1.863 0.00
H -2.984 -5.797 2.255 0.00
H 3.088 4.665 0.967 0.00
H -4.574 -0.914 -0.391 0.00
H -2.324 -6.288 3.843 0.00
H -1.736 -4.610 5.450 0.00
H 0.286 2.881 3.715 0.00
H -3.137 -1.244 -4.440 0.00
H 1.984 4.670 3.206 0.00
H -1.467 -5.003 0.529 0.00
H 4.228 -0.751 2.921 0.00
H 0.915 -2.664 2.885 0.00
H -0.373 -1.764 3.672 0.00
H 1.062 -5.031 3.167 0.00
H -0.650 -6.471 2.221 0.00
H 0.225 -4.685 0.910 0.00
H 0.070 4.967 -3.755 0.00
H 4.156 3.694 -4.066 0.00
H 2.458 0.731 2.072 0.00
H 4.683 -2.889 1.708 0.00
H -5.022 -1.437 -2.817 0.00
H -1.966 -2.899 5.044 0.00
```

Summary:
- Spin multiplicity: 3
- Charge: +1
- Expectation value of S²: 2.0122
- HOMO level (spin up / spin down): -9.97 / -11.14 eV
- HOMO-LUMO gap (spin up / spin down): 6.780 / 7.976 eV

Energy relative to the best compared isomer or geometry (same formula, charge and spin) (computed, kJ/mol): 78.41 71.05 39.20 67.64